A structure of composition C22H18BIIrN3O6. Source: OMol25; level of theory: wB97M-V/def2-TZVPD.

Element x y z (Å)
1 Ir 0.40806 -0.00448 0.27832
2 O -0.37140 -4.35538 -0.50575
3 C 0.93555 -4.70108 -0.47183
4 C 1.22434 -6.05661 -0.61478
5 C 2.52991 -6.49732 -0.59978
6 C 3.58299 -5.59640 -0.44501
7 C 3.30916 -4.25587 -0.30908
8 C 1.98986 -3.77802 -0.31666
9 C 1.75234 -2.34478 -0.16684
10 O 0.48461 -1.95835 0.03047
11 N 2.73804 -1.50041 -0.21548
12 N 2.31866 -0.18842 -0.09004
13 C 3.18824 0.73577 -0.28641
14 C 2.90235 2.15523 -0.27160
15 C 3.94392 2.98899 -0.71027
16 C 3.80997 4.35916 -0.77863
17 C 2.61729 4.94877 -0.38937
18 C 1.57333 4.16175 0.06652
19 C 1.71052 2.78846 0.11241
20 O 0.64001 2.06337 0.66053
21 H -0.42707 -3.39651 -0.37157
22 H 0.39814 -6.74355 -0.73666
23 H 2.73456 -7.55419 -0.70908
24 H 4.60512 -5.94695 -0.43098
25 H 4.11019 -3.54056 -0.18865
26 H 4.19744 0.41228 -0.51504
27 H 4.87579 2.52511 -1.00637
28 H 4.63163 4.96824 -1.12744
29 H 2.49704 6.02240 -0.42941
30 H 0.64932 4.62349 0.39233
31 O -1.24749 2.90253 -0.66464
32 B -0.69423 2.49043 0.51684
33 O -1.56115 2.45858 1.57092
34 C -2.77566 2.82055 1.00210
35 C -4.00492 2.93151 1.60533
36 C -5.05879 3.32488 0.78385
37 C -4.86981 3.59219 -0.56796
38 C -3.61620 3.48309 -1.16587
39 C -2.58723 3.09195 -0.34372
40 H -4.13676 2.72957 2.65850
41 H -6.04695 3.43066 1.20991
42 H -5.71400 3.89955 -1.16952
43 H -3.45590 3.69812 -2.21277
44 N -3.04733 -1.71882 -0.56004
45 C -2.32475 -1.27289 0.45357
46 O -1.66556 -0.21338 0.33944
47 C -2.33866 -2.04771 1.73031
48 I -3.70187 -1.11381 3.07909
49 H -3.07306 -1.19103 -1.41960
50 H -3.62301 -2.54049 -0.47637
51 H -1.35267 -2.01554 2.18288
52 H -2.66389 -3.07411 1.59391

Cartesian forces (eV/Å) of the 2 atoms listed first:
Ir 0.6 -0.5 0.2
O -0.1 0.0 0.0

Output
LUMO energy (spin up / spin down) (eV): -3.41 / -4.45
Multiplicity: 2
Highest occupied orbital energy (spin up / spin down) (Ha): -0.400 / -0.400
Kohn-Sham gap (spin up / spin down) (eV): 7.47 / 6.43
Net charge: +1



A structure of composition C22H18Cl3N6O2SSiTl. Source: OMol25; level of theory: wB97M-V/def2-TZVPD.

Element x y z (Å)
1 Tl -0.44235 0.55366 0.38610
2 O 0.42597 2.36732 -3.47885
3 C 0.02978 2.05113 -2.36194
4 N 0.44797 1.05609 -1.57816
5 C 1.61936 0.31127 -1.79907
6 C 2.10606 -0.04186 -3.05163
7 C 3.26105 -0.80732 -3.15726
8 C 3.92839 -1.22455 -2.01601
9 C 3.45259 -0.88112 -0.75689
10 C 2.30298 -0.11074 -0.63512
11 N 1.71544 0.25217 0.59032
12 C 2.37347 0.39327 1.73983
13 O 3.55757 0.18496 1.97940
14 C 1.50978 0.93627 2.87479
15 C 2.07373 1.06424 4.13599
16 C 1.30933 1.58723 5.16170
17 C 0.00076 1.97227 4.90130
18 C -0.48873 1.80940 3.62057
19 N 0.25083 1.30624 2.63027
20 C -1.04061 2.92838 -1.71619
21 C -1.68141 3.87682 -2.50005
22 C -2.61438 4.71250 -1.91525
23 C -2.87325 4.58722 -0.55700
24 C -2.19199 3.61778 0.15284
25 N -1.29620 2.80560 -0.41039
26 H 1.58646 0.30537 -3.93182
27 H 3.64120 -1.06805 -4.13698
28 H 4.83090 -1.81690 -2.09887
29 H 3.97075 -1.19669 0.13500
30 H 3.09922 0.75078 4.26572
31 H 1.72484 1.69668 6.15495
32 H -0.63084 2.38818 5.67354
33 H -1.50600 2.08311 3.37181
34 H -1.41664 3.93047 -3.54610
35 H -3.13256 5.45646 -2.50622
36 H -3.58853 5.22348 -0.05506
37 H -2.36885 3.47804 1.21307
38 Cl -3.81786 0.56617 -1.11418
39 Si -2.85733 -0.11311 0.56345
40 Cl -3.30903 -2.09585 0.74086
41 Cl -3.74852 0.82604 2.17181
42 C -0.02651 -3.38853 -2.13604
43 N -0.64142 -4.13210 -1.04907
44 C -1.45436 -5.24858 -1.15386
45 C -1.81013 -5.60591 0.09453
46 N -1.20670 -4.70054 0.94647
47 C -0.48448 -3.78726 0.25279
48 S 0.42861 -2.50786 0.83585
49 H -0.30818 -3.85161 -3.07822
50 H 1.05674 -3.38976 -2.02460
51 H -0.36132 -2.35219 -2.11625
52 H -1.70365 -5.68387 -2.10436
53 H -2.42869 -6.41120 0.44426
54 H -1.27321 -4.66302 1.94824

Cartesian forces (eV/Å) of the 2 atoms listed first:
Tl 0.1 -0.2 0.0
O 0.0 0.0 0.0

Output
LUMO energy (eV): 0.15
Multiplicity: 1
Highest occupied orbital energy (Ha): -0.268
Kohn-Sham gap (eV): 7.46



A structure of composition C22H18Cl3NO2PtSe3SiTe. Source: OMol25; level of theory: wB97M-V/def2-TZVPD.

Element x y z (Å)
1 Pt 0.12229 0.67601 -0.74268
2 Se 2.61378 0.94745 -1.24354
3 Se 3.32856 2.31499 0.49789
4 Te 2.39900 1.17090 2.57186
5 Se -0.04793 1.08670 2.14300
6 C -0.04672 2.57763 -0.99143
7 C -0.10067 3.78521 -1.08204
8 C -0.16149 5.20354 -1.14624
9 C -0.15122 5.97521 0.02400
10 C -0.20538 7.35732 -0.03664
11 C -0.27164 8.01111 -1.26146
12 C -0.28323 7.25744 -2.42892
13 C -0.22881 5.87468 -2.37484
14 H -0.09302 5.46193 0.97504
15 H -0.19482 7.93358 0.88173
16 H -0.31022 9.09357 -1.30582
17 H -0.33595 7.75404 -3.39128
18 H -0.23836 5.28368 -3.28149
19 C 1.19383 -3.70327 2.66981
20 O 0.16003 -3.88866 1.72002
21 C -0.90724 -3.04095 1.78360
22 C -1.20458 -2.30441 2.92114
23 C -2.35158 -1.53202 2.98713
24 C -3.22360 -1.50580 1.91546
25 C -2.91510 -2.21091 0.76628
26 C -1.74508 -2.95236 0.66011
27 N -1.53886 -3.64676 -0.55361
28 C -0.40725 -4.06623 -1.17246
29 C 0.89222 -3.63126 -1.01422
30 C 1.96447 -4.50976 -1.38149
31 C 3.25134 -4.19974 -1.09514
32 C 3.54516 -2.97284 -0.41464
33 C 2.58283 -2.06449 -0.12161
34 C 1.20539 -2.30518 -0.48997
35 O 0.28713 -1.45060 -0.37082
36 H 2.03755 -4.28791 2.30931
37 H 0.89197 -4.06374 3.65911
38 H 1.48492 -2.65197 2.73414
39 H -0.52513 -2.31472 3.75901
40 H -2.54233 -0.93588 3.86850
41 H -4.11508 -0.89708 1.94221
42 H -3.56962 -2.14727 -0.09364
43 H -2.36587 -3.64951 -1.13677
44 H -0.58430 -4.87990 -1.87502
45 H 1.71712 -5.46586 -1.83280
46 H 4.04791 -4.88965 -1.34680
47 H 4.57080 -2.75128 -0.14054
48 H 2.81303 -1.13589 0.38443
49 Cl -2.24106 1.94707 -3.41571
50 Si -1.93501 0.60010 -1.79373
51 Cl -3.77233 0.95788 -0.76985
52 Cl -2.49587 -1.21410 -2.86854

Cartesian forces (eV/Å) of the 2 atoms listed first:
Pt -0.4 0.4 0.0
Se -0.2 0.1 -0.2

Output
LUMO energy (eV): 3.80
Multiplicity: 1
Highest occupied orbital energy (Ha): -0.025
Kohn-Sham gap (eV): 4.49
Net charge: -2